<w>
Here is a 14-piece molecular cluster, C5H37NO15 overall from the OMol25 dataset. Energies are from ωB97M-V/def2-TZVPD.

```
58
Properties=species:S:1:pos:R:3:mulliken_charge:R:1
H -1.89 3.87 0.11 0.435
H 3.87 -2.92 2.71 0.277
O -0.08 1.80 -1.08 -0.397
C -3.17 0.76 1.76 -0.642
H -0.14 -2.10 -0.90 0.239
H 2.88 -0.80 3.21 0.399
O -1.83 2.99 -0.27 -0.457
H 3.72 -0.90 -0.67 0.357
C -2.69 -0.49 0.98 -1.052
H 4.06 -2.70 -1.85 0.305
N -0.94 1.24 1.08 0.299
H 4.87 -0.06 -1.33 0.301
O -2.59 1.12 -2.63 -0.643
O -3.38 5.11 -1.22 -0.642
O 3.61 -2.05 2.37 -0.632
H 0.60 -1.25 2.78 0.326
C -1.24 -0.04 0.47 -0.711
H 2.20 -3.48 -0.50 0.495
O 2.35 -0.20 3.77 -0.665
H 1.04 0.38 1.28 0.178
H 0.94 -2.04 -2.13 0.264
H -3.39 -0.74 0.19 0.316
O -0.23 -1.33 3.26 -0.614
O 1.84 -3.20 0.37 -0.747
H 0.05 3.01 0.51 0.318
O 1.95 0.09 1.11 -0.539
H 2.29 0.76 0.50 0.307
O 0.24 2.81 -3.54 -0.656
H 1.84 0.82 -2.53 0.262
H -4.09 -3.63 -1.15 0.305
H 0.34 0.94 -0.93 0.268
H -0.55 -0.82 0.74 0.054
H 0.06 -1.06 4.14 0.333
H -0.15 2.19 -2.89 0.475
H 0.44 3.53 -2.94 0.310
H 3.34 -4.05 -2.24 0.276
H -2.43 -1.35 1.59 0.402
H 1.96 -0.68 -2.24 0.318
C -0.66 2.29 0.09 -0.463
H -1.45 1.08 3.00 0.386
H -2.82 4.50 -1.72 0.335
O -3.37 -3.54 -1.79 -0.593
H -3.78 -3.85 -2.60 0.302
H -2.78 2.06 -2.73 0.308
O 3.20 -3.14 -1.94 -0.615
H -3.86 1.29 1.10 0.261
H -2.42 1.12 -1.68 0.339
H -2.03 2.60 2.30 0.450
H 3.23 -2.39 1.54 0.362
H -1.38 0.01 -0.61 0.880
H 1.82 -2.25 0.25 0.269
H -3.95 4.49 -0.76 0.333
O 0.58 -1.64 -1.33 -0.537
H 2.56 0.62 3.32 0.296
H -3.66 0.45 2.69 0.408
O 2.40 0.16 -2.10 -0.533
C -1.94 1.53 2.13 -0.901
O 4.61 -0.92 -1.02 -0.710
```

## Properties
**HOMO-LUMO gap**: 0.3493 Ha
**Spin multiplicity**: 1
**LUMO**: 0.12 eV



<x>
Here is a 14-piece molecular cluster, C5H37NO15 overall from the OMol25 dataset. Energies are from ωB97M-V/def2-TZVPD.

```
58
Properties=species:S:1:pos:R:3:mulliken_charge:R:1
H 2.89 1.44 1.63 0.342
O 3.27 1.75 3.13 -0.722
H -0.72 3.20 -2.47 0.299
H 3.46 2.10 -1.65 0.302
H -2.01 1.93 -2.63 0.280
H -1.53 0.50 3.81 0.326
H 0.84 1.74 -3.51 0.380
H -0.49 1.39 -4.67 0.403
O 1.90 -1.60 -4.52 -0.640
H 2.84 2.55 3.52 0.296
C -0.51 1.41 -1.20 2.595
H 2.25 1.44 -1.29 0.199
H 0.09 -1.46 -0.03 0.116
O -0.97 -0.30 3.99 -0.629
H -3.76 -1.99 0.74 0.303
H 1.94 -1.98 1.50 0.303
O 0.29 -0.68 -0.67 -0.155
H 1.97 -0.91 4.46 0.282
O 1.54 -1.60 2.27 -0.583
H 1.56 1.24 0.75 0.281
O -0.67 -2.79 1.90 -0.487
O -1.87 -0.76 -1.16 -0.557
O 4.31 -1.99 -0.08 -0.635
H -0.05 0.24 -3.55 0.217
H -1.25 -3.49 1.51 0.249
C -0.12 1.28 -3.62 -1.186
O 1.21 -4.71 -1.31 -0.621
H 1.71 -1.71 -3.59 0.304
O 1.83 0.05 4.51 -0.676
H -2.33 0.11 1.00 0.205
H -2.28 2.33 1.52 0.490
H -2.25 3.55 0.29 0.315
H 0.55 1.24 -1.25 -1.773
H 0.53 -4.15 -0.96 0.305
H -0.04 -3.27 2.43 0.282
O 2.67 1.73 -2.10 -0.582
H 0.89 -0.96 1.94 0.274
C -1.97 2.53 0.47 -1.293
H 1.69 -4.38 -2.06 0.308
C -0.98 2.01 -2.52 -0.438
O -3.06 0.03 1.61 -0.652
O -4.29 -2.48 0.10 -0.637
H -2.76 2.05 -0.18 0.374
H -1.30 -0.94 3.37 0.269
H -3.54 0.53 -1.01 0.290
O -3.96 1.28 -1.45 -0.682
C -0.86 -0.09 -1.01 0.012
N -0.70 1.87 0.23 -0.092
H 2.86 0.98 3.62 0.475
H 4.24 -2.59 -0.86 0.314
H -3.52 0.92 1.56 0.360
H 1.60 -0.78 -4.91 0.343
H -3.99 -2.24 -0.74 0.315
H 0.88 0.20 4.57 0.336
H 0.03 2.66 0.40 0.358
H -4.40 1.11 -2.27 0.304
O 2.42 1.66 0.77 -0.673
H 3.90 -1.18 -0.37 0.303
```

## Properties
**HOMO-LUMO gap**: 0.3776 Ha
**Spin multiplicity**: 1
**LUMO**: -0.17 eV



Which is most stable? The ranking, best first, is <w>, <x>.



<w>
Here is C5H10S as an isolated structure from the OMol25 dataset. Energies are from ωB97M-V/def2-TZVPD.

```
16
Properties=species:S:1:pos:R:3:mulliken_charge:R:1
H 0.64 0.05 1.54 0.361
H 0.77 1.42 -1.24 0.237
H -2.85 -1.21 0.13 0.252
C -2.22 -0.14 0.28 -1.235
C 0.15 0.88 -0.37 -0.811
H 2.89 0.61 0.22 0.407
H -1.41 -0.01 -1.61 0.314
S 0.00 -1.52 -0.24 -0.220
C -0.96 -0.03 -0.55 0.385
H -2.06 -0.40 1.47 0.245
C 2.34 -0.24 0.05 -1.329
H -0.11 1.79 0.20 0.299
H 2.62 -1.24 0.45 0.296
H 2.17 -0.52 -1.01 0.394
C 0.94 -0.12 0.42 0.029
H -2.91 0.69 0.26 0.374
```

## Properties
**HOMO-LUMO gap**: 0.3467 Ha
**Spin multiplicity**: 1
**LUMO**: 0.96 eV



<x>
Here is one molecule with the formula C5H10S from the OMol25 dataset. Energies are from ωB97M-V/def2-TZVPD.

```
16
Properties=species:S:1:pos:R:3:mulliken_charge:R:1
C -0.41 -0.14 -0.10 -0.611
H 2.68 -1.93 -0.90 0.235
H 0.92 -2.39 0.19 0.188
H -4.38 0.34 -0.16 0.279
H -0.77 1.00 -0.04 0.040
H 2.16 1.14 1.17 0.263
H 1.14 1.99 -0.01 0.275
C 1.81 1.03 0.12 -1.168
C -3.14 0.42 -0.09 -0.891
C 1.00 -0.37 -0.07 0.962
H -2.72 1.08 -0.98 0.282
S -2.01 -1.16 0.12 -0.062
H -3.13 1.13 0.70 0.370
H 2.60 1.12 -0.56 0.351
C 1.79 -1.58 -0.09 -0.836
H 2.45 -1.69 0.72 0.323
```

## Properties
**HOMO-LUMO gap**: 0.3319 Ha
**Spin multiplicity**: 1
**LUMO**: 0.91 eV



<y>
Here is C5H10S as an isolated structure from the OMol25 dataset. Energies are from ωB97M-V/def2-TZVPD.

```
16
Properties=species:S:1:pos:R:3:mulliken_charge:R:1
C 0.33 0.86 -1.07 -1.453
S 1.64 -1.22 -0.07 -0.291
H 0.20 1.75 1.01 0.301
H 0.18 0.20 -2.07 0.266
H 1.74 1.21 0.64 0.430
C 0.37 -0.05 0.09 1.327
H -2.73 -0.03 -0.67 0.280
C -0.78 -0.94 0.43 -0.609
H -0.45 1.74 -0.83 0.348
C -2.09 -0.68 0.08 -0.710
H 0.99 0.61 2.41 0.266
H -2.44 -1.85 0.41 0.181
H 1.15 1.46 -1.25 0.477
H 1.32 -1.81 -1.28 0.145
C 0.90 0.85 1.20 -1.165
H -0.32 -2.09 0.96 0.208
```

## Properties
**HOMO-LUMO gap**: 0.3532 Ha
**Spin multiplicity**: 1
**LUMO**: 0.77 eV



Which is most stable? The ranking, best first, is <w>, <x>, <y>.



<w>
Here is a 2-piece molecular cluster, C11H17N4 overall from the OMol25 dataset. Energies are from ωB97M-V/def2-TZVPD.

```
32
Properties=species:S:1:pos:R:3:mulliken_charge:R:1
N 1.70 2.20 0.31 -0.422
H 2.00 2.66 -0.53 0.245
H -1.49 1.86 0.14 0.249
H 1.28 -0.95 -2.38 0.416
C -1.75 0.58 -2.56 -0.690
H 2.10 0.58 2.45 0.336
H -2.80 -1.72 0.88 0.244
H 0.00 0.57 -3.87 0.455
C -0.26 -1.08 -0.93 0.973
C 0.28 -0.63 -2.14 -0.279
N -0.56 2.09 -0.18 -0.324
H 0.83 0.51 3.63 0.336
C 0.46 1.83 0.60 0.650
H 1.48 -3.44 0.86 0.362
C -0.80 -2.11 0.98 -0.765
H 2.35 -1.90 0.73 0.263
H 1.98 -2.87 -0.68 0.365
H -2.33 1.19 -3.25 0.412
C -0.43 0.26 -2.93 -0.543
N -1.92 -1.39 0.54 -0.048
H -3.44 0.12 -1.27 0.398
C 1.58 -2.52 0.27 -1.401
H -0.69 0.93 1.96 0.239
C -2.42 -0.11 -1.57 -0.703
H 2.49 1.69 0.66 0.188
H -0.53 2.22 -1.18 0.221
H -0.77 -2.32 2.04 0.334
H 1.52 2.01 3.32 0.364
C 1.23 1.10 2.81 -1.054
C 0.28 -1.79 0.20 0.841
N 0.24 1.25 1.76 -0.073
C -1.62 -0.85 -0.68 -0.588
```

## Properties
**HOMO-LUMO gap**: 0.3213 Ha
**Spin multiplicity**: 1
**LUMO**: -2.58 eV
**Total charge**: +1



<x>
Here is an isolated ion of composition C11H17N4 and charge +1 from the OMol25 dataset. Energies are from ωB97M-V/def2-TZVPD.

```
32
Properties=species:S:1:pos:R:3:mulliken_charge:R:1
H 1.30 -1.28 -1.69 0.537
H -2.89 1.93 -2.34 0.321
H -0.51 -0.73 -3.66 0.465
H 2.19 -2.52 0.37 0.403
H -0.27 1.63 1.81 0.468
C 3.27 0.51 0.24 -0.075
N 4.37 -0.11 -0.04 -0.605
H 3.17 1.57 0.32 0.355
H 1.41 1.39 2.26 0.418
C 2.76 -1.63 0.26 -0.317
C -0.45 -0.35 -2.65 -0.735
H -1.72 0.03 2.19 0.310
C 0.73 0.06 0.74 0.592
N 0.10 0.11 -0.58 0.439
H -1.94 -1.02 0.78 0.322
C 0.72 1.41 1.42 -1.994
H -1.78 -1.71 2.39 0.435
C -0.99 0.81 -0.89 -0.105
H 4.83 -2.17 -0.24 0.430
H 1.02 2.20 0.74 0.536
N 2.24 -0.37 0.45 0.182
H -2.18 1.38 -3.86 0.343
C 4.07 -1.44 -0.03 -0.539
C -2.48 1.07 -2.86 -0.834
H -3.25 0.30 -2.96 0.351
C 0.45 -0.63 -1.67 -0.182
H 0.29 -2.02 1.13 0.259
C -1.43 -0.92 1.74 -1.296
C 0.08 -1.05 1.58 -0.450
N -1.34 0.55 -2.15 0.129
H -1.51 1.49 -0.25 0.387
H 0.55 -1.03 2.57 0.449
```

## Properties
**HOMO-LUMO gap**: 0.3304 Ha
**Spin multiplicity**: 1
**LUMO**: -2.96 eV
**Total charge**: +1



Which is most stable? The ranking, best first, is <w>, <x>.



<w>
Here is a 2-piece molecular cluster, C2H8NOS overall from the OMol25 dataset. Energies are from ωB97M-V/def2-TZVPD.

```
13
Properties=species:S:1:pos:R:3:mulliken_charge:R:1
H 2.63 1.39 -1.29 0.307
H -1.30 0.81 1.26 0.275
H -2.00 -1.01 -0.86 0.351
S 0.87 -0.57 1.50 -0.648
C -1.53 -0.77 0.10 -0.645
H 3.10 1.26 0.16 0.333
O 3.33 1.65 -0.69 -0.668
H 0.32 -0.23 -0.85 0.126
N -1.97 0.58 0.51 -0.655
H -1.72 1.23 -0.22 0.238
H -1.86 -1.49 0.85 0.259
H 0.14 -1.94 -0.41 0.228
C -0.01 -0.92 -0.05 -0.499
```

## Properties
**HOMO-LUMO gap**: 0.2543 Ha
**Spin multiplicity**: 1
**LUMO**: 4.15 eV
**Total charge**: -1



<x>
Here is a 2-piece molecular cluster, C2H8NOS overall from the OMol25 dataset. Energies are from ωB97M-V/def2-TZVPD.

```
13
Properties=species:S:1:pos:R:3:mulliken_charge:R:1
H 1.52 -1.62 0.20 0.212
H 2.10 0.34 -1.32 0.199
C 1.80 0.26 -0.25 -0.490
H 2.60 -1.05 1.26 0.204
H -3.53 1.34 1.34 0.308
H 0.15 0.47 0.98 0.208
H -0.11 1.27 -0.62 0.223
H 2.36 1.14 0.08 0.331
C 0.29 0.38 -0.11 -0.635
S -0.62 -1.02 -0.80 -0.666
O -2.84 1.97 1.30 -0.678
H -2.21 1.65 0.62 0.350
N 2.32 -0.99 0.30 -0.566
```

## Properties
**HOMO-LUMO gap**: 0.2419 Ha
**Spin multiplicity**: 1
**LUMO**: 4.00 eV
**Total charge**: -1



Which is most stable? The ranking, best first, is <w>, <x>.